# 1
{
  "formula": "C14H56N28O14",
  "method": "the ωB97M-V functional and the def2-TZVPD basis",
  "e_above_lowest_ev": 0.888,
  "species": ["H", "H", "H", "H", "N", "N", "N", "H", "H", "H", "H", "H", "O", "O", "H", "H", "C", "H", "H", "H", "N", "N", "C", "O", "H", "O", "N", "O", "H", "H", "O", "H", "C", "H", "H", "H", "H", "N", "N", "N", "N", "H", "N", "H", "C", "O", "N", "N", "H", "N", "H", "N", "H", "N", "H", "H", "H", "H", "N", "N", "H", "O", "H", "C", "N", "C", "H", "N", "H", "N", "O", "H", "H", "C", "H", "C", "H", "H", "C", "H", "O", "N", "O", "H", "H", "H", "O", "H", "H", "O", "H", "N", "N", "C", "C", "H", "C", "H", "H", "H", "H", "H", "H", "O", "H", "C", "N", "C", "N", "N", "H", "N"],
  "coordinates": [[0.16, 4.42, 0.17], [-2.51, 7.08, -0.74], [-4.98, 1.30, -1.41], [-4.36, -3.42, 2.56], [-2.44, 5.03, -4.55], [-4.54, 1.72, -0.60], [3.79, 3.45, 0.83], [-4.51, -2.25, 4.39], [-3.96, 4.62, -1.96], [-1.35, 1.02, -4.54], [2.39, -0.04, -2.94], [-1.56, -3.11, -2.94], [4.24, -1.96, 0.92], [-2.22, 2.76, -4.88], [3.69, 3.15, 1.79], [-0.26, -4.28, -3.03], [2.81, 4.11, 0.23], [-1.75, -0.41, -5.44], [-0.45, 2.97, -3.07], [2.21, 1.51, -2.18], [-4.49, -1.40, 3.89], [3.27, 0.14, 1.42], [4.18, -0.89, 1.56], [-0.30, 6.27, -1.29], [5.76, -1.28, 2.48], [1.66, -3.64, -3.16], [-1.06, -3.85, -2.51], [2.90, 2.50, 3.36], [1.16, -2.26, -1.17], [5.66, -0.41, -2.17], [0.38, -0.25, -3.17], [0.97, -2.56, 1.15], [-1.48, -4.09, -1.21], [-1.02, -4.57, 4.99], [-1.47, -5.91, 3.24], [-2.48, -3.96, 5.85], [-0.81, 4.65, -2.71], [-1.09, 0.11, -4.92], [-0.82, 4.65, 0.19], [-4.31, 3.67, -1.74], [2.78, 0.74, -2.43], [-3.66, -2.89, 1.02], [3.72, -3.96, -2.16], [-2.88, 5.15, -5.45], [-3.98, 2.99, -0.62], [1.82, 4.58, 0.86], [-2.01, -4.57, 5.20], [-0.59, 1.39, 0.28], [3.24, 0.92, 2.12], [2.14, -4.55, 1.89], [1.33, 4.28, 2.91], [-2.37, 6.12, -0.56], [-0.59, -5.14, 0.31], [-2.46, -5.79, 3.27], [-2.29, 5.79, -3.87], [-4.24, 1.20, 0.13], [4.15, -3.80, -1.28], [-1.48, 1.89, 0.19], [1.53, 2.13, 5.21], [-0.05, -1.94, -4.61], [3.59, 3.75, -1.67], [-4.14, -0.39, 1.88], [-4.86, 3.30, -2.49], [-1.09, 5.68, -0.59], [2.06, -2.68, -1.08], [-1.93, 3.79, -4.28], [2.13, 4.54, -1.61], [2.92, 4.18, -1.13], [4.14, -1.21, -2.39], [-1.56, -0.65, 0.10], [-4.11, -4.66, 4.34], [2.63, 0.21, 0.66], [-0.06, -5.47, -1.24], [2.40, -3.48, -2.18], [2.68, -5.31, 2.33], [4.02, 0.76, -1.99], [-1.48, -1.68, -0.12], [-0.48, -2.67, 2.19], [1.83, 2.69, 4.02], [-1.48, 4.18, 0.75], [-2.33, -3.44, -0.59], [-0.80, -5.17, -0.64], [0.29, -4.82, 3.26], [4.46, 2.93, 0.26], [-2.35, -0.27, 0.60], [1.98, 1.25, 5.44], [0.72, -0.42, 0.02], [0.78, -2.35, -4.13], [5.20, 0.27, 2.83], [-3.35, 3.44, 0.33], [4.14, -4.62, -2.77], [4.66, -0.43, -1.99], [5.00, -0.69, 2.64], [-2.94, -5.02, 4.30], [-0.43, 0.11, 0.09], [-3.08, -6.30, 2.59], [-0.24, -0.67, -4.17], [2.81, -3.83, 1.54], [0.16, 3.96, 4.12], [-3.11, 5.51, -0.14], [-5.04, -0.69, 4.25], [0.57, 2.22, 5.45], [-0.23, -2.29, -5.54], [4.66, 1.76, -1.57], [0.27, 1.98, 0.38], [0.95, -4.16, 2.43], [-1.05, 3.74, -3.16], [-4.20, -1.43, 2.53], [-4.02, -2.65, 1.96], [0.91, 3.58, 3.54], [2.79, -2.53, -0.39], [0.46, -2.99, 1.93]],
  "mulliken_charge": [-0.045, 0.203, 0.171, 0.134, -0.392, -0.368, -0.261, 0.171, 0.181, 0.124, 0.112, 0.213, -0.637, -0.774, 0.293, 0.200, 0.447, 0.202, 0.031, -0.052, -0.353, 0.283, 0.451, -0.692, 0.307, -0.847, -0.290, -0.801, -0.198, 0.251, -0.394, -0.063, 0.413, 0.282, 0.268, 0.227, 0.149, -0.380, 0.172, -0.337, 0.006, 0.209, -0.358, 0.228, 0.793, -0.729, -0.387, 0.179, 0.106, -0.304, 0.219, -0.311, 0.163, -0.291, 0.196, 0.131, 0.099, -0.173, -0.469, -0.331, 0.218, -0.692, 0.165, 0.327, 0.947, 0.584, 0.209, -0.325, 0.073, 0.265, -0.768, -0.168, 0.271, 0.201, 0.273, 0.596, -0.204, 0.123, 0.555, 0.273, -0.688, -0.413, -0.786, 0.269, -0.064, 0.271, 0.561, 0.260, 0.203, -0.825, 0.225, -0.326, -0.524, 0.581, 0.246, 0.216, 0.432, 0.109, 0.205, 0.177, 0.224, 0.189, 0.178, -0.833, -0.275, 0.375, -0.031, 0.534, -0.240, -0.322, -0.346, 0.119]
}

# 2
{
  "formula": "C4H8O2",
  "method": "the ωB97M-V functional and the def2-TZVPD basis",
  "e_above_lowest_ev": 6.103,
  "species": ["O", "H", "H", "H", "C", "H", "C", "H", "H", "O", "H", "C", "C", "H"],
  "coordinates": [[2.54, -1.14, 0.91], [1.59, -0.20, -1.50], [-0.70, 1.00, -2.13], [-1.08, 0.93, 1.61], [0.86, -0.53, -0.78], [-1.03, 1.92, -0.63], [-0.64, -0.07, 1.26], [-2.19, 0.53, -1.18], [-1.37, -0.86, 1.54], [-0.17, -1.31, -0.81], [0.13, -0.31, 2.05], [-1.11, 0.96, -1.03], [-0.33, -0.01, -0.17], [3.49, -0.91, 0.84]],
  "mulliken_charge": [-0.770, 0.335, 0.336, 0.309, -0.272, 0.411, -1.222, 0.263, 0.303, -0.358, 0.329, -1.261, 1.382, 0.215]
}

# 3
{
  "formula": "C2H8O2P2S",
  "method": "the ωB97M-V functional and the def2-TZVPD basis",
  "e_above_lowest_ev": 2.514,
  "species": ["O", "H", "H", "C", "H", "P", "P", "H", "O", "C", "H", "H", "H", "S", "H"],
  "coordinates": [[3.25, 0.28, 0.13], [-0.35, -1.44, 1.68], [-1.98, 2.49, 0.81], [-0.14, -1.56, 0.61], [1.34, -1.70, -0.92], [-0.65, 2.34, 0.98], [-0.31, 1.99, -0.99], [-0.78, -0.77, 0.15], [0.92, 0.98, -1.00], [1.27, -1.41, 0.19], [0.36, 2.84, -1.89], [-1.35, 1.52, -1.93], [-0.32, -2.58, 0.43], [1.84, 0.36, 0.36], [1.95, -2.00, 0.79]],
  "mulliken_charge": [-0.529, 0.306, -0.019, -1.022, 0.279, -0.099, 0.183, 0.219, -0.373, -0.373, 0.043, 0.098, 0.361, 0.542, 0.384]
}

# 4
{
  "formula": "C29H30BrN6Ru",
  "method": "the ωB97M-V functional and the def2-TZVPD basis",
  "multiplicity": 2,
  "e_above_lowest_ev": 1.529,
  "species": ["C", "H", "Ru", "N", "C", "H", "H", "C", "H", "H", "H", "H", "C", "H", "C", "N", "H", "H", "C", "H", "H", "N", "C", "H", "H", "C", "C", "N", "H", "H", "C", "H", "H", "C", "C", "C", "C", "N", "C", "C", "C", "H", "H", "C", "N", "C", "H", "C", "C", "C", "H", "C", "H", "C", "H", "H", "H", "C", "C", "Br", "C", "H", "C", "H", "H", "C", "H"],
  "coordinates": [[1.03, -4.20, -1.32], [-0.96, -3.33, 5.19], [-0.72, -0.84, 0.96], [-0.30, -4.58, -1.34], [4.10, 3.13, -0.65], [-3.00, -3.55, -1.54], [3.50, 4.17, -3.82], [2.91, 1.44, -1.90], [-3.36, -2.89, 5.79], [-0.67, -5.42, -1.75], [0.57, 5.08, 2.24], [0.05, -0.45, -3.27], [-1.03, -3.62, -0.73], [3.52, 1.22, 0.14], [-3.79, -0.50, -1.94], [-0.23, -2.65, -0.33], [-2.83, -4.58, -0.10], [-0.30, 4.82, -0.06], [0.67, 1.61, 0.44], [2.18, -0.14, 1.76], [-0.77, 3.75, -1.86], [0.85, 0.13, -1.44], [-1.63, -2.82, 4.52], [0.21, 2.38, -2.36], [-3.78, -1.01, 1.96], [1.95, 0.67, 2.45], [-1.18, -2.39, 3.29], [-2.01, -0.25, -0.56], [-4.78, -1.69, 4.12], [2.88, 1.05, 2.88], [0.61, 4.12, 1.74], [4.55, 3.46, 0.27], [-3.99, -0.29, 0.26], [2.21, 0.10, -1.96], [1.05, -3.00, -0.69], [3.51, 3.53, -2.95], [-2.51, -3.65, -0.57], [0.72, 0.29, -0.06], [0.13, 2.74, -0.21], [-2.96, -2.57, 4.84], [1.16, 3.02, 2.37], [-2.56, -0.58, -3.80], [1.88, -2.36, -0.46], [3.52, 1.87, -0.73], [-1.91, -1.74, 2.37], [2.92, 2.27, -3.01], [-2.80, -2.80, 0.04], [-3.20, -1.52, 2.70], [-0.19, -0.25, -2.23], [0.12, 3.96, 0.46], [-1.37, 2.11, -1.63], [1.22, 1.78, 1.74], [1.81, -4.80, -1.75], [-3.74, -1.91, 3.91], [4.54, 4.95, -1.71], [1.58, 3.11, 3.37], [2.46, 1.94, -3.93], [-0.48, 2.73, -1.59], [-3.37, -0.35, -0.63], [0.62, -2.62, 2.76], [-1.54, -0.35, -1.85], [1.36, 0.26, 3.27], [-2.63, -0.52, -2.73], [-4.82, -0.56, -2.28], [2.78, -0.63, -1.37], [4.09, 3.96, -1.76], [2.16, -0.24, -2.99]],
  "lowdin_spin": [0.001, 0.000, 0.026, 0.000, 0.000, 0.000, 0.000, 0.004, 0.000, 0.000, 0.000, 0.024, 0.002, 0.001, 0.009, 0.002, 0.000, 0.000, 0.007, 0.001, 0.000, 0.183, 0.001, 0.002, 0.001, 0.002, 0.000, 0.065, 0.000, 0.000, 0.001, 0.000, 0.011, 0.013, 0.004, 0.000, 0.003, 0.018, 0.001, 0.001, 0.000, 0.007, 0.001, 0.002, 0.001, 0.001, 0.002, 0.001, 0.331, 0.001, 0.000, 0.001, 0.000, 0.000, 0.000, 0.000, 0.000, 0.002, 0.112, 0.001, 0.018, 0.000, 0.129, -0.003, 0.006, 0.001, 0.002]
}

# 5
{
  "formula": "C17H32BrN5O6Y",
  "method": "the ωB97M-V functional and the def2-TZVPD basis",
  "total_charge": 3,
  "e_above_lowest_ev": 0.016,
  "species": ["C", "C", "C", "H", "C", "H", "H", "H", "H", "N", "C", "H", "O", "C", "Br", "O", "N", "H", "H", "H", "C", "H", "H", "H", "H", "H", "H", "H", "H", "H", "O", "H", "H", "N", "H", "C", "C", "H", "H", "C", "H", "H", "H", "H", "O", "N", "C", "C", "C", "O", "H", "Y", "N", "C", "H", "C", "H", "O", "C", "H", "C", "H"],
  "coordinates": [[-2.61, 0.97, 0.06], [2.93, -2.29, -1.32], [-1.41, 0.77, -0.88], [1.29, -3.59, 0.31], [2.11, -0.19, 3.67], [-0.14, -0.61, 7.28], [-1.67, 1.13, -1.88], [-1.00, -0.34, 2.75], [-1.33, -0.54, 5.18], [1.06, -0.18, 2.84], [3.61, 1.34, -1.80], [-3.70, -0.90, -0.16], [0.75, -0.52, 6.92], [2.71, 3.14, 1.28], [3.80, -0.09, 2.78], [2.71, 2.11, 0.26], [-4.10, -0.30, -2.64], [-6.42, -0.07, -4.87], [4.52, 1.16, -2.36], [-3.56, -2.06, -4.37], [2.06, -0.30, 5.03], [2.67, 4.12, 0.81], [1.83, 2.99, 1.90], [2.07, -2.98, 1.81], [-4.58, 0.41, 0.60], [-2.28, 0.74, 1.08], [0.17, 2.07, -1.12], [2.95, -0.30, 5.65], [3.78, -1.13, -2.92], [4.14, 3.17, -0.82], [-0.04, -1.11, -0.28], [-3.24, -0.82, -2.47], [1.98, -2.40, -1.83], [-0.24, 1.54, -0.36], [3.52, -3.20, -1.45], [-0.15, -0.31, 3.42], [-4.63, 0.48, -1.52], [-4.58, 1.55, -1.75], [-5.68, 0.22, -1.38], [0.79, -0.41, 5.61], [2.90, 1.85, -2.45], [-4.74, -1.57, -5.53], [3.61, 3.05, 1.90], [4.73, -1.09, -1.41], [-1.67, -1.44, -1.75], [-4.29, -1.42, -4.64], [-4.76, -0.52, -3.77], [-3.89, 0.17, -0.22], [3.90, 2.14, -0.56], [2.69, -2.06, 0.08], [-2.85, 2.04, 0.05], [1.62, -0.01, 0.48], [-5.87, 0.15, -4.05], [3.72, -1.11, -1.83], [2.99, -4.02, 0.70], [-0.34, -0.43, 4.78], [-6.19, 0.91, -3.48], [3.02, 0.08, -1.40], [-1.04, -0.71, -1.01], [4.73, 1.72, 0.02], [2.22, -3.25, 0.76], [-0.57, 2.24, 0.29]],
  "mulliken_charge": [-0.885, -0.595, 0.528, 0.313, 0.154, 0.341, 0.274, 0.403, 0.386, 0.116, -0.775, 0.436, -0.464, -0.912, -0.089, 0.027, 0.145, 0.214, 0.527, 0.188, -0.479, 0.312, 0.304, 0.284, 0.449, 0.265, 0.297, 0.529, 0.402, 0.466, -0.605, 0.184, 0.267, -0.590, 0.476, -0.721, -0.992, 0.412, 0.725, 0.854, 0.266, 0.196, 0.380, 0.460, -0.822, -0.358, 0.785, -1.294, -0.524, -0.250, 0.530, 1.626, -0.355, -0.576, 0.344, -0.697, 0.195, -0.207, 0.331, 0.337, -0.830, 0.292]
}

# 6
{
  "formula": "CN2O3S",
  "method": "the ωB97M-V functional and the def2-TZVPD basis",
  "e_above_lowest_ev": 0.518,
  "species": ["O", "O", "S", "N", "O", "N", "C"],
  "coordinates": [[1.16, -0.13, -0.97], [-2.08, -1.60, 0.00], [2.38, 0.22, -0.31], [-1.20, 1.77, -0.04], [2.60, -0.27, 0.97], [-1.49, -0.63, 0.37], [-1.37, 0.64, -0.01]],
  "mulliken_charge": [-0.371, -0.281, 0.674, -0.324, -0.318, 0.141, 0.480]
}